Below is a structure of composition C19H57Li3N8O19 at a distorted geometry, with properties calculated with ωB97M-V with the def2-TZVPD basis set.

Its spin multiplicity is 1. For the lowest unoccupied orbital energy, the calculation gives -0.96 eV. Its net charge is 0. The HOMO energy comes out at -7.2 eV. For the max |F|, the calculation gives 0.0572 Eh/bohr. The value obtained for the gap between HOMO and LUMO is 6.242 eV.

Cartesian coordinates (Å):
Li 2.19817 -3.93378 -1.08100
Li 0.62615 -2.28015 -2.86380
Li 1.67586 4.19619 2.35387
C 1.89748 1.54762 -1.13190
C 1.49690 1.99986 0.11496
C 0.72962 1.15113 1.09923
O 0.21435 1.64722 2.16624
C 0.44958 -0.16050 0.81390
C 0.84391 -0.77498 -0.41376
C 1.55111 0.19210 -1.48136
O 1.95382 -0.34966 -2.52957
O 0.67111 -1.96254 -0.70465
O 1.72940 3.21195 0.41678
H 2.41395 2.21188 -1.80153
H -0.15917 -0.70392 1.52501
O 0.57016 -4.25384 -2.37840
H 0.98489 -5.11721 -2.42943
O 4.87000 1.19058 0.68348
H 4.19457 1.87374 0.60673
H 5.62897 1.54323 0.20570
O 3.14199 -1.74347 2.09944
H 2.19321 -1.61376 1.97285
H 3.42423 -2.22880 1.31829
O 4.26543 0.18135 -4.31368
H 3.88114 -0.66681 -4.54541
H 3.54838 0.65803 -3.87956
O 1.03383 1.51561 -4.26642
H 1.32925 2.43319 -4.15342
H 1.37347 1.03550 -3.48205
O 3.01685 -2.88649 -2.92973
H 3.12568 -1.93524 -2.74862
H 3.44214 -3.02767 -3.78175
O 4.34576 4.41982 -1.60587
H 4.58278 4.18817 -0.70314
H 3.50741 3.97389 -1.76257
O -0.33012 4.27295 2.48627
H -1.11468 4.82302 2.40104
H -0.66377 3.37597 2.66038
C 1.68071 5.35652 -4.68943
O 2.08114 4.52703 -3.87046
N 0.37773 5.53642 -5.02828
N 2.54243 6.00253 -5.53795
H -0.34804 5.26453 -4.38053
H 0.19951 6.23199 -5.72322
H 3.48259 6.10056 -5.19422
H 2.18556 6.53823 -6.30041
C -2.28702 -1.04508 -2.59993
O -1.25474 -1.51807 -3.08767
N -3.38427 -0.83025 -3.38440
N -2.43427 -0.68702 -1.31898
H -4.27126 -0.50541 -3.05550
H -3.30007 -1.31251 -4.26445
H -1.69597 -0.84427 -0.65609
H -3.31474 -0.35179 -0.97635
C 1.24792 -4.68575 1.83329
O 1.82324 -4.92510 0.76000
N 1.38755 -5.42309 2.98308
N 0.33582 -3.70215 1.96374
H 1.13588 -4.91879 3.81512
H 2.09320 -6.13014 2.85780
H 0.13075 -3.05023 1.22422
H 0.07077 -3.48146 2.91600
C -3.47366 1.03107 1.94051
O -4.65501 0.70188 2.03638
N -2.98455 1.75135 0.87062
N -2.48705 0.57375 2.73497
H -1.99164 1.90556 0.85494
H -3.70736 2.13039 0.28536
H -1.51797 0.86368 2.70220
H -2.84776 0.13013 3.56387
C -1.47394 4.02844 -0.39242
C -1.14807 3.82741 -1.87377
C -1.71694 2.57258 -2.52563
O -1.59612 4.97495 -2.61524
H -0.96419 4.91669 -0.03018
H -1.11092 3.11843 0.09298
H -2.54349 3.95444 -0.18533
H -0.06181 3.78256 -2.00711
H -1.16726 1.66241 -2.29323
H -1.71568 2.69169 -3.61026
H -2.77134 2.37102 -2.30764
H -1.19513 5.73411 -2.17833
C 1.95716 -2.34536 5.47220
C 0.57095 -2.80896 5.92660
C -0.16406 -1.66887 6.60247
O -0.16387 -3.26683 4.78942
H 1.79986 -1.49159 4.81064
H 2.36082 -3.12400 4.82285
H 2.62000 -2.10249 6.29650
H 0.58611 -3.64175 6.63922
H -0.06478 -0.76771 5.98828
H 0.32420 -1.37287 7.53434
H -1.22385 -1.81354 6.81801
H -1.10814 -3.30552 4.96839
C -4.69224 -4.56488 0.44638
C -3.39374 -3.77905 0.22352
C -3.12994 -2.61706 1.18867
O -2.29597 -4.68713 0.25451
H -4.68759 -5.20148 1.33085
H -4.74736 -5.23603 -0.41269
H -5.55360 -3.89732 0.40175
H -3.39724 -3.36440 -0.78575
H -3.79461 -1.76471 0.99695
H -2.16917 -2.12926 1.02670
H -3.29871 -2.82930 2.24676
H -2.33254 -5.09329 1.12882

---

Below is the molecule C2H2Cl3NSi at a distorted geometry, with properties calculated with ωB97M-V with the def2-TZVPD basis set.

Its spin multiplicity is 1. For the lowest unoccupied orbital energy (alpha / beta), the calculation gives -1.14 / -2.06 eV. Its net charge is 0. The HOMO energy (alpha / beta) comes out at -10.6 / -8.8 eV. For the max |F|, the calculation gives 0.0547 Eh/bohr. The value obtained for the gap between HOMO and LUMO (alpha / beta) is 9.408 / 6.754 eV. Its energy above the lowest of the compared OMol25 structures with the same formula, charge and spin is 5.641 eV.

Cartesian coordinates (Å):
C -0.68128 -1.91500 -0.65657
C 1.43493 0.66479 0.19710
N -0.99383 -2.97669 -0.40029
Si -0.36508 0.81651 0.22807
Cl -0.96018 2.64598 0.23702
Cl -0.97783 -0.14141 -1.68956
Cl -1.44340 -0.21943 1.61212
H 2.11386 1.43212 -0.12649
H 1.87282 -0.30686 0.59860

---

Below is a cluster of 5 separate species, C35H81BCl2IN3O11PSi in total, with properties calculated with ωB97M-V with the def2-TZVPD basis set.

Its spin multiplicity is 1. For the lowest unoccupied orbital energy, the calculation gives -4.95 eV. Its net charge is +1. The HOMO energy comes out at -10.6 eV. For the max |F|, the calculation gives 0.0139 Eh/bohr. The value obtained for the gap between HOMO and LUMO is 5.628 eV.

Cartesian coordinates (Å):
C -3.60183 -3.72217 2.61457
C -2.60183 -2.57008 2.38386
C -1.20354 -3.09181 2.09411
O -0.26059 -2.04124 1.89740
C -0.22882 -1.51651 0.60107
C 1.00932 -0.61861 0.44281
P 2.38992 -1.84226 0.17696
O 2.24688 -3.17126 0.80275
C 0.76442 0.13313 -0.90320
C 1.53175 1.41817 -1.20909
Si 3.29999 1.24194 -2.02687
C 4.72299 0.83979 -0.86356
C 3.07649 -0.11802 -3.30574
C 3.79420 2.75949 -3.00155
N 1.40079 2.39088 -0.03173
I -0.69609 2.91692 0.25075
C 2.08581 3.66752 -0.32124
Cl 1.44019 4.47469 -1.70520
C 3.10943 4.27999 0.29165
C 3.63565 5.60648 -0.18435
Cl 3.96797 3.67814 1.66376
C 1.86428 1.71729 1.22853
C 1.27796 0.34125 1.66223
N 2.35350 -0.06511 2.56256
C 2.20566 -1.16508 3.51598
C 2.86129 -0.83611 4.86243
B -0.01778 0.58095 2.66596
O -1.32801 0.41991 2.23768
N 0.24648 1.03637 4.02973
C -0.62237 0.30743 4.97650
C 0.08332 2.49416 4.18700
H -3.88632 -3.74316 3.66449
H -4.48893 -3.59439 2.00182
H -3.12989 -4.67522 2.37242
H -2.54214 -1.95813 3.29101
H -2.93698 -1.92298 1.56665
H -1.20311 -3.75987 1.22620
H -0.83323 -3.66120 2.94776
H -1.13048 -0.92960 0.40014
H -0.19607 -2.31312 -0.15839
H 2.44720 -1.90768 -1.23024
H 3.59224 -1.19029 0.49490
H 0.97666 -0.55203 -1.72501
H -0.30766 0.33285 -0.98679
H 0.96740 1.89265 -2.01678
H 4.51145 0.76376 0.20148
H 5.17598 -0.10709 -1.16588
H 5.49272 1.60641 -0.97793
H 2.03495 -0.26415 -3.59980
H 3.48557 -1.07281 -2.97837
H 3.60829 0.17783 -4.21198
H 4.14416 3.58522 -2.38317
H 4.61141 2.46153 -3.66190
H 2.98190 3.11889 -3.63534
H 4.37518 5.97833 0.51836
H 4.10652 5.50961 -1.16344
H 2.82740 6.33415 -0.25272
H 2.93261 1.58194 1.08113
H 1.75400 2.41849 2.05123
H 3.25945 -0.08554 2.11771
H 2.65273 -2.07988 3.11512
H 1.15544 -1.40405 3.65583
H 3.64196 -0.08711 4.73211
H 3.27519 -1.73071 5.32578
H 2.13509 -0.40897 5.55499
H -1.69165 -0.44758 2.46740
H -0.71575 -0.74025 4.67973
H -0.16995 0.32609 5.96854
H -1.63136 0.72965 5.03095
H -0.57769 2.94365 3.43681
H 1.05067 3.00348 4.13580
H -0.34067 2.71119 5.16596
C -6.31319 -5.64777 1.04132
O -6.15221 -5.89069 2.42661
C -7.38213 -6.01610 3.12461
C -7.77224 -7.46123 3.34924
O -8.02124 -8.14193 2.13347
C -6.94274 -8.94793 1.69552
H -5.35454 -5.83756 0.55976
H -7.06756 -6.30255 0.60092
H -6.59920 -4.60409 0.86268
H -8.18009 -5.49536 2.58513
H -7.25868 -5.52956 4.09693
H -8.69504 -7.48496 3.93627
H -6.99387 -7.97395 3.92438
H -6.87499 -9.86481 2.29037
H -5.99044 -8.41510 1.75297
H -7.13910 -9.21719 0.65916
C 4.12378 5.99265 -7.52418
O 3.08871 6.41357 -6.64931
C 2.99648 5.65056 -5.46585
C 3.65780 6.32342 -4.28143
O 5.05706 6.44527 -4.43372
C 5.47811 7.72911 -4.87051
H 4.27565 6.78267 -8.25664
H 5.05906 5.81887 -6.98776
H 3.83465 5.07674 -8.05094
H 3.43291 4.65516 -5.61478
H 1.93110 5.52079 -5.24043
H 3.48327 5.69748 -3.39993
H 3.19892 7.30181 -4.10017
H 5.42045 8.45512 -4.05309
H 4.87595 8.08486 -5.70868
H 6.51466 7.63830 -5.18824
C 1.22185 3.37527 -8.02654
O 0.03315 2.85882 -8.58945
C -0.03972 3.01396 -9.99910
C 0.36164 1.75595 -10.73791
O 1.72000 1.41588 -10.51635
C 1.90465 0.39674 -9.55405
H 1.29931 2.98124 -7.01226
H 2.10589 3.07021 -8.59231
H 1.18795 4.47007 -7.97587
H 0.58931 3.85035 -10.32119
H -1.07615 3.25574 -10.24928
H 0.23530 1.92625 -11.81069
H -0.29225 0.92637 -10.44918
H 1.64073 -0.58308 -9.96640
H 1.30833 0.57631 -8.65548
H 2.96066 0.38971 -9.28727
C -2.67003 -4.25875 6.72381
O -3.36264 -3.03336 6.55193
C -4.71330 -3.08057 6.98730
C -4.89275 -2.49928 8.37342
O -4.21286 -3.25129 9.36030
C -2.96980 -2.69833 9.75098
H -1.60589 -4.05124 6.61756
H -2.84770 -4.69847 7.70691
H -2.96773 -4.97920 5.95338
H -5.08298 -4.11101 6.96613
H -5.30783 -2.49412 6.27998
H -5.95802 -2.51565 8.62183
H -4.55969 -1.45572 8.38759
H -3.11728 -1.82773 10.39889
H -2.36955 -2.40259 8.88693
H -2.43565 -3.46422 10.31038